{
  "formula": "C9H14",
  "method": "the ωB97M-V functional and the def2-TZVPD basis",
  "lumo_energy_ha": 0.0359,
  "de_lowest_kj_mol": 97.9,
  "homo_lumo_gap_ha": 0.3607,
  "molar_mass_da": 122.21,
  "smiles": "Cc1ccccc1.CC",
  "elements": ["C", "C", "C", "C", "C", "C", "C", "H", "H", "H", "H", "H", "H", "H", "H", "C", "C", "H", "H", "H", "H", "H", "H"],
  "coordinates": [[3.2189, 0.0486, 1.4340], [2.2208, 0.6449, 0.4780], [1.5114, 1.7744, 0.9503], [0.2374, 2.0692, 0.5236], [-0.2920, 1.2089, -0.4910], [0.5133, 0.3556, -1.2284], [1.7805, 0.0570, -0.6711], [3.8031, -0.7472, 0.9918], [2.7138, -0.3781, 2.3886], [3.9653, 0.7032, 1.8567], [1.9244, 2.4650, 1.6667], [-0.3041, 2.9050, 0.9442], [-1.3320, 1.3907, -0.6670], [0.0173, -0.1223, -2.0499], [2.4030, -0.6782, -1.1562], [-4.0018, -1.8396, -1.0462], [-3.5952, -2.9042, -0.0101], [-3.7652, -0.7999, -0.7679], [-3.4446, -1.9395, -1.9816], [-5.0453, -1.9690, -1.3111], [-2.7987, -2.5256, 0.6461], [-3.3066, -3.8831, -0.3877], [-4.4345, -3.0560, 0.6825]],
  "forces_ev_per_a": [[-0.042, -0.948, 1.156], [-0.309, 1.076, 1.572], [-0.384, 0.370, -0.020], [0.607, -1.674, -1.207], [0.207, 1.801, 0.703], [-0.407, 0.621, 1.891], [-0.462, -0.616, -1.254], [-0.068, -0.414, -0.213], [0.454, 0.543, -1.778], [0.090, 0.796, -0.129], [0.423, -0.311, 0.500], [-0.190, -0.139, -0.070], [-0.461, -0.266, -0.774], [0.499, -0.487, -0.428], [0.028, -0.362, 0.051], [0.736, -0.262, -0.556], [-0.240, 0.873, 0.988], [-0.481, -0.447, 0.418], [0.039, -0.299, -0.004], [-0.197, 0.327, 0.013], [0.064, -0.220, -0.362], [-0.018, 0.160, -0.311], [0.112, -0.121, -0.187]]
}